(1)
C2H5FN2 in the gas phase at a distorted geometry, computed with ωB97M-V/def2-TZVPD.

Output
- E_tot (eV) = -7849.8226
- molar mass (g mol⁻¹) = 76.07
- SMILES = N/N=C\CF
- charge = 0

Last column: Löwdin charge in e.
Atoms and positions in Å:
C -0.09096 1.01158 -0.12309  -0.24
C 1.16268 0.38062 0.21063  -0.25
H -2.29082 -1.02896 0.06082  0.15
H -0.52645 -1.34614 -0.19295  0.06
H 0.00794 2.15267 -0.30412  0.12
H 2.03071 1.14404 -0.13096  0.15
H 1.51649 0.34356 1.33593  0.15
N -1.21710 -0.74392 0.20950  -0.04
N -1.28334 0.54654 -0.09978  -0.04
F 1.14832 -0.91520 -0.22911  -0.06

(2)
C2H5FN2O3 in the gas phase at a distorted geometry, computed with ωB97M-V/def2-TZVPD.

Output
- E_tot (eV) = -13988.4678
- molar mass (g mol⁻¹) = 124.07
- SMILES = O=[N+]([O-])N(F)CCO
- charge = 0

Last column: Löwdin charge in e.
Atoms and positions in Å:
C -0.28866 0.14519 0.66939  -0.11
C -1.27808 -0.06162 -0.51083  -0.27
N 0.99811 0.72412 0.17989  0.00
N 2.21408 -0.04343 -0.07790  -0.40
O 2.45634 -0.86315 0.71041  0.13
O 2.83255 0.20675 -1.11078  0.09
O -2.38484 -0.88679 -0.19070  -0.08
F 0.80286 1.65997 -0.87320  -0.01
H -0.73762 0.81689 1.41556  0.12
H -0.08308 -0.88750 1.22557  0.16
H -0.77014 -0.35209 -1.37419  0.09
H -1.64213 1.00098 -0.70038  0.14
H -2.11938 -1.45932 0.63716  0.14